Run 1
This record from the Open Molecules 2025 dataset describes 2 unconnected molecules or ions with the total composition C8H8O. The level of theory is ωB97M-V/def2-TZVPD.

The geometry in ORCA input format:
```
! wB97M-V def2-TZVPD RIJCOSX def2/J DEFGRID3
* xyz 0 1
C 3.0033 1.1951 0.6633
C 1.8504 1.1431 0.2745
C 0.5394 1.1215 -0.3421
O 0.0014 2.1678 -0.6487
C 0.0375 -0.2803 -0.6274
C 1.0439 -1.3551 -0.7660
C 0.3556 -1.2597 0.4830
H 3.8675 1.0103 1.2299
H -0.9202 -0.1338 -1.0529
H 2.1034 -1.1073 -0.7745
H 0.6881 -2.1388 -1.4210
H -0.4001 -2.0394 0.7227
H 0.9733 -0.8561 1.2599
C -3.2775 0.0457 0.3300
C -3.2991 1.2210 0.0852
H -3.4940 -0.9384 0.6817
H -3.0727 2.2044 -0.0978
*
```

Values from the calculation:
LUMO energy = 0.40 eV
orbital gap = 10.44 eV
SMILES = C#CC(=O)C1CC1.C#C

Run 2
This record from the Open Molecules 2025 dataset describes a single C8H8O molecule. The level of theory is ωB97M-V/def2-TZVPD.

The geometry in ORCA input format:
```
! wB97M-V def2-TZVPD RIJCOSX def2/J DEFGRID3
* xyz 0 1
C -2.8692 -1.4327 0.0291
C -1.9282 -0.7034 0.2279
C -0.7742 0.1497 0.4763
C -1.0863 1.5215 -0.0173
C -1.2831 2.6119 -0.4673
C 0.5715 -0.3606 -0.0457
C 0.6683 -1.5315 -0.6390
C 1.7112 0.5777 0.2115
O 2.9681 -0.0963 -0.0182
H -3.7020 -2.0793 -0.1524
H -0.6186 0.2120 1.5769
H -1.4281 3.6116 -0.8159
H -0.2388 -2.1124 -0.8461
H 1.6037 -1.9883 -0.9826
H 1.6984 1.4743 -0.4331
H 1.6917 0.9414 1.2557
H 3.0154 -0.7954 0.6403
*
```

Values from the calculation:
LUMO energy = 0.79 eV
orbital gap = 10.73 eV
SMILES = C#CC(C#C)C(=C)CO

Which of them is the most stable? Correct choice: run 2.

Run 1
This record from the Open Molecules 2025 dataset describes 5 unconnected molecules or ions with the total composition C2H14O4S2. The level of theory is ωB97M-V/def2-TZVPD.

The geometry in ORCA input format:
```
! wB97M-V def2-TZVPD RIJCOSX def2/J DEFGRID3
* xyz 0 1
C 1.0685 -0.2621 1.4948
C 2.3064 0.4596 1.0140
S 1.7487 2.0961 0.3436
S 0.9824 1.5053 -1.4830
H 0.1888 -0.3152 0.7452
H 0.6535 0.2724 2.4240
H 1.2795 -1.2896 1.8149
H 2.9298 -0.0936 0.2831
H 3.0689 0.8953 1.8029
H 0.0512 0.7824 -0.9682
O -2.6065 0.5918 -0.9403
H -2.6250 -0.3744 -0.9080
H -3.5708 0.7517 -0.7365
O -1.6434 -1.9795 -0.6923
H -1.9080 -2.8196 -0.2949
H -0.8510 -2.0978 -1.2249
O 1.2836 -1.9041 -1.7475
H 1.2927 -1.8443 -2.6800
H 1.2716 -0.8896 -1.6008
O -1.7010 2.1859 1.5130
H -1.8724 1.4444 0.8982
H -1.3476 2.8848 0.9428
*
```

Values from the calculation:
LUMO energy = 0.29 eV
orbital gap = 9.19 eV
SMILES = CCSS.O.O.O.O

Run 2
This record from the Open Molecules 2025 dataset describes 5 unconnected molecules or ions with the total composition C2H14O4S2. The level of theory is ωB97M-V/def2-TZVPD.

The geometry in ORCA input format:
```
! wB97M-V def2-TZVPD RIJCOSX def2/J DEFGRID3
* xyz 0 1
C -1.1415 0.1356 1.4126
S 0.4886 -0.6136 0.9175
S -0.2569 -2.4130 0.0875
C 1.2422 -2.6020 -0.9552
H -0.6882 0.8464 2.1028
H -1.8033 -0.4836 2.0187
H -1.5051 0.6272 0.5244
H 2.0353 -2.9081 -0.2905
H 1.3986 -1.6829 -1.5134
H 1.0317 -3.3769 -1.7043
O -0.1522 2.1836 -3.1374
H 0.1047 2.1865 -2.2084
H -0.8993 1.5671 -3.1676
O 1.5706 1.9393 -0.5278
H 1.6843 0.9749 -0.5231
H 2.4808 2.1616 -0.3439
O 2.0035 6.2105 -2.0170
H 1.4994 5.3786 -2.0372
H 1.4185 6.9140 -2.2917
O -3.8328 -3.1519 3.7030
H -4.5243 -3.5238 3.1703
H -3.0508 -2.9937 3.1758
*
```

Values from the calculation:
LUMO energy = 0.22 eV
orbital gap = 8.70 eV
SMILES = CSSC.O.O.O.O

Which of them is the most stable? Correct choice: run 1.

Run 1
This record from the Open Molecules 2025 dataset describes 2 unconnected molecules or ions with the total composition C2H9N4. The level of theory is ωB97M-V/def2-TZVPD.

The geometry in ORCA input format:
```
! wB97M-V def2-TZVPD RIJCOSX def2/J DEFGRID3
* xyz 1 1
C 2.1508 -0.7952 -0.1923
C 0.7063 -0.8661 -0.0283
N 1.0582 0.3503 -0.1974
N -0.4381 -1.3128 0.3356
N -2.3955 0.2096 -0.0074
N 0.9606 1.7720 0.0215
H 2.6584 -0.9012 0.7476
H 2.6770 -1.0663 -1.1085
H -0.7469 -2.3395 0.4562
H -1.3824 -0.7329 0.1735
H -3.2022 -0.2048 -0.4789
H -2.8641 0.6494 0.7557
H -2.0171 0.8143 -0.6446
H 1.3518 2.3602 -0.7368
H 1.4834 2.0633 0.9041
*
```

Values from the calculation:
LUMO energy = -2.86 eV
orbital gap = 11.59 eV

Run 2
This record from the Open Molecules 2025 dataset describes a gas-phase ion, C2H9N4 (charge +1). The level of theory is ωB97M-V/def2-TZVPD.

The geometry in ORCA input format:
```
! wB97M-V def2-TZVPD RIJCOSX def2/J DEFGRID3
* xyz 1 1
N -1.1176 0.2741 -1.3206
N -0.7332 0.8330 -0.0830
C 0.6346 1.4002 0.0235
C 0.2444 0.0782 0.6595
N -0.0619 -0.5938 1.8237
N 0.7582 -1.1483 -0.3944
H -1.6462 0.8568 -1.9058
H -1.8583 -0.4383 -1.0388
H 0.5970 2.4514 0.3525
H 1.3281 1.3076 -0.8634
H 0.4585 -0.2853 2.6374
H -1.0837 -0.6794 1.9382
H 0.5562 -2.1317 -0.0644
H 0.2113 -0.9232 -1.2083
H 1.7124 -1.0012 -0.5560
*
```

Values from the calculation:
LUMO energy = -3.19 eV
orbital gap = 10.66 eV
SMILES = NN1C[C@]1(N)[NH3+]

Which of them is the most stable? Correct choice: run 2.